# C9H7CeCl2GaNO3

A molecular structure, C9H7CeCl2GaNO3 at a distorted geometry (ωB97M-V/def2-TZVPD, the OMol25 dataset).

HOMO-LUMO gap (alpha / beta): 2.42 / 2.73 eV
<S²>: 0.854
Spin multiplicity: 2
Total charge: +4
Strongest force on any atom: 17.23 eV Å⁻¹
LUMO energy (alpha / beta): -16.88 / -16.88 eV

```
24
Properties=species:S:1:pos:R:3:forces:R:3
Ga 0.055 0.909 -7.800 -1.14 5.88 5.09
Ce 0.000 0.000 0.000 4.80 9.64 -8.96
Cl -0.590 3.031 -6.902 1.14 -3.44 -0.93
Cl 2.075 -1.168 -0.242 0.43 -0.25 0.03
C -0.655 -1.241 1.201 -6.24 -11.41 11.30
C -0.417 1.398 -9.517 -2.73 3.00 -9.48
C 0.520 -0.779 -8.390 2.76 -9.27 -1.79
O -1.062 -2.022 1.939 0.87 1.32 -1.37
O -0.724 1.705 -10.582 1.39 -1.30 4.95
O 0.799 -1.834 -8.749 -1.38 5.13 1.52
N 0.254 2.089 1.156 0.11 0.27 -1.04
C 0.252 1.790 2.544 0.19 -0.68 0.52
C -0.962 1.593 3.223 -0.35 -0.45 0.35
C -0.966 1.255 4.579 0.19 0.03 -0.52
C 0.241 1.109 5.267 -0.27 0.08 -0.26
C 1.454 1.303 4.601 -0.04 0.17 -0.92
C 1.462 1.641 3.243 0.26 -0.36 0.55
H -0.593 2.558 0.803 0.70 0.59 0.51
H 1.138 2.453 0.772 -0.58 0.57 0.54
H -1.904 1.691 2.696 -0.15 0.21 0.01
H -1.905 1.099 5.095 0.00 0.05 -0.05
H 0.236 0.843 6.316 0.00 0.03 0.00
H 2.388 1.184 5.134 0.01 0.06 -0.07
H 2.408 1.777 2.735 0.08 0.11 -0.01
```
Forces are in eV/Å.

Mulliken atomic charge list, values in e, 8 entries: Ga 0.606; Ce 1.240; Cl -0.005; Cl -0.173; C 0.301; C 0.674; C 0.578; O -0.042